DFT (ωB97M-V/def2-TZVPD) results for a 9-piece molecular cluster, C41H108N8O12 overall.

Bonds (Å) are listed after each position.
CARTESIAN COORDINATES (ANGSTROEM)
1 C -2.487 7.070 -7.014  O2 1.417, H7 1.090, H8 1.090, H9 1.090
2 O -3.052 6.038 -7.803  C1 1.417, C3 1.407
3 C -2.133 4.994 -8.021  O2 1.407, C4 1.564, H10 1.090, H11 1.090
4 C -2.844 3.629 -8.299  C3 1.564, C5 1.510, N6 1.480, H12 1.090
5 C -3.357 2.987 -7.032  C4 1.510, H13 1.090, H14 1.090, H15 1.090
6 N -1.977 2.581 -8.885  C4 1.480, H16 1.010, H17 1.010
7 H -3.166 7.921 -7.047  C1 1.090
8 H -1.508 7.510 -7.205  C1 1.090
9 H -2.583 6.690 -5.997  C1 1.090
10 H -1.424 5.205 -8.821  C3 1.090
11 H -1.493 4.900 -7.143  C3 1.090
12 H -3.714 3.682 -8.954  C4 1.090
13 H -3.815 2.000 -7.090  C5 1.090
14 H -4.128 3.605 -6.571  C5 1.090
15 H -2.578 3.005 -6.270  C5 1.090
16 H -1.149 2.417 -8.331  N6 1.010
17 H -1.656 2.994 -9.749  N6 1.010
18 C 1.690 -7.818 -3.193  O19 1.439, H24 1.090, H25 1.090, H26 1.090
19 O 1.994 -8.564 -4.386  C18 1.439, C20 1.361
20 C 3.248 -8.437 -4.899  O19 1.361, C21 1.543, H27 1.090, H28 1.090
21 C 4.333 -9.179 -4.089  C20 1.543, C22 1.528, N23 1.480, H29 1.090
22 C 5.648 -9.139 -4.865  C21 1.528, H30 1.090, H31 1.090, H32 1.090
23 N 4.006 -10.623 -4.062  C21 1.480, H33 1.010, H34 1.010
24 H 2.420 -7.988 -2.402  C18 1.090
25 H 0.747 -8.158 -2.763  C18 1.090
26 H 1.639 -6.765 -3.471  C18 1.090
27 H 3.263 -8.906 -5.882  C20 1.090
28 H 3.497 -7.385 -5.035  C20 1.090
29 H 4.540 -8.800 -3.088  C21 1.090
30 H 6.513 -9.556 -4.348  C22 1.090
31 H 5.889 -8.096 -5.071  C22 1.090
32 H 5.608 -9.693 -5.804  C22 1.090
33 H 3.039 -10.800 -3.830  N23 1.010
34 H 4.573 -11.165 -3.426  N23 1.010
35 C -1.834 -8.921 4.236  O36 1.421, H41 1.090, H42 1.090, H43 1.090
36 O -2.275 -7.804 4.995  C35 1.421, C37 1.418
37 C -3.574 -7.344 4.661  O36 1.418, C38 1.553, H44 1.090, H45 1.090
38 C -3.738 -6.872 3.190  C37 1.553, C39 1.496, N40 1.412, H46 1.090
39 C -3.137 -5.534 2.896  C38 1.496, H47 1.090, H48 1.090, H49 1.090
40 N -5.108 -6.678 2.911  C38 1.412, H50 1.010, H51 1.010
41 H -2.454 -9.816 4.184  C35 1.090
42 H -0.976 -9.143 4.870  C35 1.090
43 H -1.454 -8.670 3.246  C35 1.090
44 H -4.235 -8.172 4.915  C37 1.090
45 H -3.924 -6.639 5.415  C37 1.090
46 H -3.301 -7.596 2.502  C38 1.090
47 H -3.327 -5.361 1.836  C39 1.090
48 H -2.054 -5.557 3.014  C39 1.090
49 H -3.647 -4.723 3.415  C39 1.090
50 H -5.257 -5.807 3.399  N40 1.010
51 H -5.358 -6.490 1.950  N40 1.010
52 C 0.873 6.998 8.377  O53 1.420, H58 1.090, H59 1.090, H60 1.090
53 O 1.563 8.218 8.604  C52 1.420, C54 1.383
54 C 2.875 8.331 8.182  O53 1.383, C55 1.561, H61 1.090, H62 1.090
55 C 3.160 9.857 8.017  C54 1.561, C56 1.538, N57 1.481, H63 1.090
56 C 2.821 10.392 6.616  C55 1.538, H64 1.090, H65 1.090, H66 1.090
57 N 4.616 10.086 8.163  C55 1.481, H67 1.010, H68 1.010
58 H -0.135 6.946 8.787  C52 1.090
59 H 1.448 6.198 8.844  C52 1.090
60 H 0.824 6.945 7.289  C52 1.090
61 H 3.457 7.788 8.927  C54 1.090
62 H 3.123 7.792 7.268  C54 1.090
63 H 2.532 10.460 8.674  C55 1.090
64 H 1.858 10.071 6.219  C56 1.090
65 H 3.582 10.068 5.906  C56 1.090
66 H 2.968 11.467 6.507  C56 1.090
67 H 4.774 11.077 8.052  N57 1.010
68 H 4.989 9.806 9.059  N57 1.010
69 C 7.883 -4.664 0.484  O70 1.437, H75 1.090, H76 1.090, H77 1.090
70 O 6.778 -4.052 1.171  C69 1.437, C71 1.415
71 C 6.882 -4.009 2.582  O70 1.415, C72 1.564, H78 1.090, H79 1.090
72 C 7.127 -5.415 3.221  C71 1.564, C73 1.548, N74 1.484, H80 1.090
73 C 6.009 -6.481 3.124  C72 1.548, H81 1.090, H82 1.090, H83 1.090
74 N 7.543 -5.212 4.632  C72 1.484, H84 1.010, H85 1.010
75 H 7.945 -4.298 -0.541  C69 1.090
76 H 7.863 -5.751 0.398  C69 1.090
77 H 8.854 -4.353 0.867  C69 1.090
78 H 7.718 -3.335 2.769  C71 1.090
79 H 6.014 -3.539 3.044  C71 1.090
80 H 8.056 -5.820 2.819  C72 1.090
81 H 5.034 -6.060 3.371  C73 1.090
82 H 6.225 -7.334 3.766  C73 1.090
83 H 5.930 -6.757 2.073  C73 1.090
84 H 7.358 -5.998 5.239  N74 1.010
85 H 6.934 -4.525 5.053  N74 1.010
86 C -1.706 2.856 -14.111  O87 1.422, H95 1.090, H96 1.090, H97 1.090
87 O -0.459 2.362 -13.638  C86 1.422, C88 1.434
88 C 0.304 1.825 -14.727  O87 1.434, C89 1.562, H98 1.090, H99 1.090
89 C 1.684 1.268 -14.252  C88 1.562, N90 1.482, H100 1.090, H101 1.090
90 N 1.434 0.005 -13.518  C89 1.482, C91 1.431, H102 1.010
91 C 2.595 -0.596 -12.936  N90 1.431, C92 1.525, H103 1.090, H104 1.090
92 C 3.451 0.242 -11.992  C91 1.525, O93 1.431, H105 1.090, H106 1.090
93 O 2.601 0.527 -10.876  C92 1.431, C94 1.427
94 C 2.963 -0.254 -9.737  O93 1.427, H107 1.090, H108 1.090, H109 1.090
95 H -2.289 3.330 -13.322  C86 1.090
96 H -2.301 2.079 -14.590  C86 1.090
97 H -1.574 3.621 -14.875  C86 1.090
98 H 0.645 2.560 -15.456  C88 1.090
99 H -0.262 1.081 -15.287  C88 1.090
100 H 2.170 2.042 -13.657  C89 1.090
101 H 2.265 0.994 -15.132  C89 1.090
102 H 0.736 -0.023 -12.789  N90 1.010
103 H 3.156 -1.063 -13.745  C91 1.090
104 H 2.230 -1.430 -12.337  C91 1.090
105 H 3.694 1.165 -12.518  C92 1.090
106 H 4.401 -0.200 -11.692  C92 1.090
107 H 2.070 -0.353 -9.120  C94 1.090
108 H 3.808 0.219 -9.237  C94 1.090
109 H 3.290 -1.270 -9.954  C94 1.090
110 C -3.676 -0.431 12.878  O111 1.380, H119 1.090, H120 1.090, H121 1.090
111 O -2.898 -0.796 11.798  C110 1.380, C112 1.403
112 C -2.693 0.086 10.726  O111 1.403, C113 1.536, H122 1.090, H123 1.090
113 C -1.954 -0.602 9.568  C112 1.536, N114 1.466, H124 1.090, H125 1.090
114 N -0.582 -0.925 9.975  C113 1.466, C115 1.457, H126 1.010
115 C 0.084 -1.654 8.904  N114 1.457, C116 1.565, H127 1.090, H128 1.090
116 C 1.432 -2.269 9.408  C115 1.565, O117 1.447, H129 1.090, H130 1.090
117 O 2.628 -1.455 9.370  C116 1.447, C118 1.396
118 C 2.611 -0.202 9.987  O117 1.396, H131 1.090, H132 1.090, H133 1.090
119 H -4.531 0.180 12.589  C110 1.090
120 H -3.170 0.244 13.567  C110 1.090
121 H -4.064 -1.332 13.354  C110 1.090
122 H -2.054 0.894 11.083  C112 1.090
123 H -3.587 0.656 10.476  C112 1.090
124 H -2.027 -0.055 8.629  C113 1.090
125 H -2.439 -1.563 9.397  C113 1.090
126 H -0.719 -1.521 10.779  N114 1.010
127 H 0.296 -0.970 8.082  C115 1.090
128 H -0.537 -2.465 8.524  C115 1.090
129 H 1.638 -3.211 8.901  C116 1.090
130 H 1.397 -2.641 10.432  C116 1.090
131 H 1.993 0.543 9.486  C118 1.090
132 H 3.663 0.076 9.924  C118 1.090
133 H 2.339 -0.234 11.042  C118 1.090
134 C -8.553 4.789 -2.072  O135 1.471, H143 1.090, H144 1.090, H145 1.090
135 O -8.935 3.796 -1.055  C134 1.471, C136 1.427
136 C -7.994 2.732 -0.917  O135 1.427, C137 1.544, H146 1.090, H147 1.090
137 C -6.856 3.156 0.036  C136 1.544, N138 1.495, H148 1.090, H149 1.090
138 N -7.508 3.574 1.315  C137 1.495, C139 1.465, H150 1.010
139 C -6.636 4.141 2.348  N138 1.465, C140 1.588, H151 1.090, H152 1.090
140 C -5.786 5.426 1.962  C139 1.588, O141 1.405, H153 1.090, H154 1.090
141 O -4.821 5.126 0.986  C140 1.405, C142 1.422
142 C -4.202 6.266 0.405  O141 1.422, H155 1.090, H156 1.090, H157 1.090
143 H -8.617 4.268 -3.027  C134 1.090
144 H -7.535 5.170 -1.988  C134 1.090
145 H -9.283 5.590 -2.191  C134 1.090
146 H -7.661 2.542 -1.937  C136 1.090
147 H -8.436 1.797 -0.572  C136 1.090
148 H -6.310 3.967 -0.445  C137 1.090
149 H -6.115 2.383 0.241  C137 1.090
150 H -8.162 4.307 1.080  N138 1.010
151 H -5.895 3.414 2.683  C139 1.090
152 H -7.203 4.304 3.264  C139 1.090
153 H -5.372 5.853 2.875  C140 1.090
154 H -6.435 6.228 1.612  C140 1.090
155 H -3.324 5.928 -0.146  C142 1.090
156 H -3.794 7.025 1.073  C142 1.090
157 H -4.987 6.765 -0.163  C142 1.090
158 C 1.136 1.164 0.149  C159 1.519, H162 1.090, H163 1.090, H164 1.090
159 C 0.916 1.242 1.650  C158 1.519, C160 1.582, O161 1.441, H165 1.090
160 C 1.684 2.408 2.395  C159 1.582, H166 1.090, H167 1.090, H168 1.090
161 O -0.504 1.324 1.882  C159 1.441, H169 0.960
162 H 0.964 2.125 -0.336  C158 1.090
163 H 0.403 0.439 -0.203  C158 1.090
164 H 2.138 0.838 -0.128  C158 1.090
165 H 1.290 0.306 2.064  C159 1.090
166 H 1.714 2.420 3.484  C160 1.090
167 H 1.219 3.354 2.118  C160 1.090
168 H 2.757 2.364 2.209  C160 1.090
169 H -0.768 2.208 1.619  O161 0.960

Its orbital gap is 8.89 eV. The calculation puts the HOMO energy at -0.31340 hartree. Its total charge is 0. The structure (SMILES) is COC[C@H](C)N.COC[C@H](C)N.COC[C@H](C)N.COC[C@H](C)N.COC[C@H](C)N.COCCNCCOC.COCCNCCOC.COCCNCCOC.CC(C)O. The energy above the lowest of the compared OMol25 structures with the same formula, charge and spin is 138.0 kcal per mole.

***

DFT (ωB97M-V/def2-TZVPD) results for the molecule C7H10.

Bonds (Å) are listed after each position.
CARTESIAN COORDINATES (ANGSTROEM)
1 C -0.811 1.880 -2.164  C2 1.333, H8 1.088, H9 1.082
2 C -1.159 0.994 -1.232  C1 1.333, C3 1.497, H10 1.086
3 C -0.182 0.619 -0.162  C2 1.497, C4 1.339, C5 1.486
4 C 0.289 1.633 0.575  C3 1.339, H11 1.082, H12 1.081
5 C -0.171 -0.802 0.273  C3 1.486, C6 1.323, H13 1.082
6 C 0.870 -1.319 0.907  C5 1.323, C7 1.494, H14 1.087
7 C 1.065 -2.608 1.637  C6 1.494, H15 1.089, H16 1.084, H17 1.099
8 H -1.533 2.045 -2.960  C1 1.088
9 H -0.056 2.653 -2.094  C1 1.082
10 H -2.218 0.805 -1.083  C2 1.086
11 H -0.250 2.569 0.519  C4 1.082
12 H 1.061 1.555 1.328  C4 1.081
13 H -1.130 -1.273 0.099  C5 1.082
14 H 1.767 -0.717 0.784  C6 1.087
15 H 0.101 -3.040 1.903  C7 1.089
16 H 1.795 -2.526 2.434  C7 1.084
17 H 1.451 -3.340 0.916  C7 1.099

Its orbital gap is 9.29 eV. The calculation puts the HOMO energy at -0.30911 hartree. Its total charge is 0. The structure (SMILES) is C=CC(=C)/C=C/C. The energy above the lowest of the compared OMol25 structures with the same formula, charge and spin is 65.0 kcal per mole.

***

DFT (ωB97M-V/def2-TZVPD) results for the molecule C6H10N2.

Bonds (Å) are listed after each position.
CARTESIAN COORDINATES (ANGSTROEM)
1 H 1.901 -0.587 2.279  N2 1.087
2 N 2.040 -1.261 1.437  H1 1.087, C3 1.249
3 C 1.229 -0.945 0.541  N2 1.249, C4 1.485, C5 1.598
4 C 1.004 -1.708 -0.713  C3 1.485, H11 1.089, H12 1.087, H13 1.087
5 C 0.206 0.240 0.860  C3 1.598, N6 1.266, C8 1.470
6 N 0.410 0.770 1.992  C5 1.266, H7 1.020
7 H -0.230 1.525 2.241  N6 1.020
8 C -0.813 0.565 -0.148  C5 1.470, C9 1.330, C10 1.502
9 C -1.907 -0.174 -0.312  C8 1.330, H14 1.078, H15 1.079
10 C -0.535 1.815 -0.933  C8 1.502, H16 1.088, H17 1.092, H18 1.093
11 H 1.173 -1.061 -1.572  C4 1.089
12 H -0.030 -2.040 -0.776  C4 1.087
13 H 1.673 -2.564 -0.735  C4 1.087
14 H -2.627 0.052 -1.081  C9 1.078
15 H -2.114 -1.027 0.313  C9 1.079
16 H -1.241 1.901 -1.757  C10 1.088
17 H 0.477 1.802 -1.343  C10 1.092
18 H -0.616 2.697 -0.293  C10 1.093

Its orbital gap is 10.18 eV. The calculation puts the HOMO energy at -0.34727 hartree. Its total charge is 0. The structure (SMILES) is [H]/N=C(C)\C(=N\[H])C(=C)C. The energy above the lowest of the compared OMol25 structures with the same formula, charge and spin is 34.3 kcal per mole.

***

DFT (ωB97M-V/def2-TZVPD) results for the molecule C5H10O2.

Bonds (Å) are listed after each position.
CARTESIAN COORDINATES (ANGSTROEM)
1 C 0.657 1.796 1.316  C2 1.529, H8 1.098, H9 1.097, H10 1.095
2 C 0.710 0.532 0.457  C1 1.529, O3 1.418, C4 1.531, H11 1.099
3 O 0.889 -0.623 1.259  C2 1.418, H12 0.968
4 C -0.521 0.406 -0.444  C2 1.531, C5 1.529, H13 1.098, H14 1.096
5 C -0.468 -0.764 -1.427  C4 1.529, C6 1.512, H15 1.096, H16 1.101
6 C -0.593 -2.142 -0.818  C5 1.512, O7 1.205, H17 1.112
7 O -1.073 -2.377 0.262  C6 1.205
8 H 0.690 2.705 0.702  C1 1.098
9 H -0.258 1.820 1.921  C1 1.097
10 H 1.516 1.807 1.994  C1 1.095
11 H 1.606 0.593 -0.177  C2 1.099
12 H 0.018 -1.011 1.426  O3 0.968
13 H -1.415 0.318 0.185  C4 1.098
14 H -0.635 1.338 -1.011  C4 1.096
15 H 0.438 -0.724 -2.041  C5 1.096
16 H -1.306 -0.694 -2.138  C5 1.101
17 H -0.255 -2.980 -1.466  C6 1.112

Its orbital gap is 11.00 eV. The calculation puts the HOMO energy at -0.36979 hartree. Its total charge is 0. The structure (SMILES) is C[C@@H](O)CCC=O. The energy above the lowest of the compared OMol25 structures with the same formula, charge and spin is 28.3 kcal per mole.